Arrangement i

{"formula": "ClNO7Rb", "method": "ωB97M-V with the def2-TZVPD basis set", "charge": -1, "orbital_gap_ev": 5.67, "elements": ["N", "O", "O", "O", "O", "Rb", "Cl", "O", "O", "O"], "xyz": [[14.17847, -8.11838, 17.99462], [12.13735, -9.04215, 22.94565], [14.27954, -8.29059, 19.23540], [10.05309, -8.14626, 22.06171], [13.20858, -7.33872, 17.63291], [15.12671, -6.11666, 21.07387], [11.38290, -8.58469, 21.75146], [14.86284, -8.67848, 17.20664], [11.30889, -9.73686, 20.88528], [12.17245, -7.61316, 21.11402]]}



Arrangement ii

{"formula": "ClNO7Rb", "method": "ωB97M-V with the def2-TZVPD basis set", "charge": -1, "orbital_gap_ev": 6.93, "elements": ["O", "Rb", "O", "Cl", "O", "O", "O", "O", "N", "O"], "xyz": [[-17.53943, 24.79966, 0.49857], [-15.81245, 22.52662, -0.23819], [-15.26211, 22.99756, 2.53168], [-18.43565, 25.66335, 1.23636], [-15.99423, 20.93261, 2.33164], [-19.76563, 25.13174, 1.11654], [-18.02849, 25.72825, 2.60013], [-18.37190, 26.96286, 0.61679], [-15.92698, 22.01281, 2.98340], [-16.38408, 22.10855, 4.10957]]}



Which structure loses on stability? arrangement i does.



Arrangement i

{"formula": "C28H23N3O4RuSSe", "method": "ωB97M-V with the def2-TZVPD basis set", "charge": -1, "multiplicity": 2, "orbital_gap_ev": [7.47, 7.19], "elements": ["N", "H", "O", "H", "C", "H", "Se", "H", "C", "C", "H", "C", "H", "H", "C", "C", "C", "H", "H", "C", "N", "C", "C", "H", "C", "H", "S", "C", "C", "H", "H", "C", "H", "C", "N", "C", "C", "C", "H", "C", "C", "Ru", "H", "H", "C", "H", "H", "H", "O", "C", "C", "C", "O", "C", "H", "C", "H", "C", "C", "O", "H"], "xyz": [[1.56978, 1.10141, 1.11709], [0.84857, 3.22481, 2.98407], [4.32312, -2.35000, -0.40021], [-4.21195, -1.65401, -2.25996], [-0.16725, -1.78762, 1.14423], [-6.04686, -0.18612, -1.50249], [3.86732, 2.26318, 2.56287], [-1.90698, -2.14948, -2.58667], [-5.01985, 0.05184, -1.25903], [0.18345, 4.68420, 4.41871], [0.54557, -1.83062, 1.97238], [-1.05660, 2.72395, 3.84425], [5.88417, -4.04056, -1.42824], [1.06507, 5.30198, 4.30642], [3.97321, -3.10351, -1.45589], [-1.64091, -1.39306, -1.85310], [0.94239, 0.30074, 4.47395], [1.49396, -3.78405, -3.64769], [-2.95858, 2.45679, 4.76692], [-1.96687, 4.26807, 5.42201], [0.46296, -2.23556, -2.07311], [-2.65602, -0.48729, -1.36361], [4.92846, -4.00517, -1.93456], [-2.20498, -0.93759, 4.41312], [-0.39703, 0.15331, 4.14441], [3.19900, -5.36778, -4.50893], [-1.20255, 1.19690, 2.90088], [-4.70801, 1.19194, -0.51415], [-3.99423, -0.76577, -1.67614], [1.54918, 1.08377, 4.03938], [-2.76150, 4.56970, 6.09329], [3.41514, -4.74042, -3.65433], [-5.50118, 1.84129, -0.16323], [0.07031, 3.51567, 3.67831], [-0.41366, -1.32783, -1.48907], [-1.16695, -0.85042, 4.70723], [-0.83117, 5.05827, 5.28894], [2.71736, -3.03250, -2.08135], [3.58101, -1.73140, -0.22061], [-2.08428, 3.09252, 4.69618], [-2.34036, 0.67909, -0.62240], [0.36861, -0.22444, -0.05259], [5.40881, -5.50065, -3.37500], [-0.74065, 5.97312, 5.86150], [1.66220, -2.11894, -1.58720], [1.21043, -2.28140, 6.64995], [-1.18022, -2.51446, 6.05730], [-1.16804, -1.61663, 1.55394], [-1.10538, 1.05802, -0.34555], [4.65289, -4.81148, -3.01803], [1.51517, -0.57850, 5.37955], [2.50196, 1.55233, 1.64839], [2.00997, -1.24067, -0.67475], [-0.58536, -1.72363, 5.61712], [2.56316, -0.46803, 5.62751], [0.75485, -1.59193, 5.94992], [-3.15658, 2.37754, 0.37524], [-3.40249, 1.50133, -0.20924], [2.46605, -3.85822, -3.18015], [-2.63781, 0.79652, 2.95118], [-0.16288, -2.73786, 0.60527]]}



Arrangement ii

{"formula": "C28H23N3O4RuSSe", "method": "ωB97M-V with the def2-TZVPD basis set", "charge": -1, "multiplicity": 2, "orbital_gap_ev": [6.25, 5.41], "elements": ["H", "H", "H", "C", "C", "H", "H", "C", "C", "H", "C", "H", "N", "H", "H", "O", "C", "C", "S", "C", "C", "O", "H", "C", "H", "H", "O", "Ru", "C", "H", "H", "Se", "H", "C", "C", "N", "H", "C", "C", "C", "C", "O", "C", "C", "H", "C", "C", "H", "C", "H", "C", "C", "H", "H", "C", "H", "H", "N", "C", "C", "C"], "xyz": [[2.25202, 1.71503, 7.54297], [4.52512, -2.95690, -0.93664], [1.33469, -0.14206, 2.73264], [1.86007, -0.83829, -1.49485], [0.42397, -2.46054, -5.66804], [1.96270, -2.22390, 0.87982], [0.93175, -1.50765, -7.51742], [3.95100, -2.03901, -0.99210], [0.74859, 0.06033, -4.52381], [3.07815, 0.22473, 5.74260], [-0.53686, 1.20484, 3.00857], [-0.08864, -3.12009, -3.68035], [-1.65252, 1.86011, 2.87061], [-5.99865, 1.87705, 0.95989], [-4.00003, -1.69043, -1.79684], [1.95177, -0.19822, 3.50478], [0.49664, 2.31551, 6.45586], [0.78142, -1.37604, -6.45343], [0.15356, -0.83053, -1.98079], [4.54014, -0.84573, -0.73841], [0.93636, -0.11673, -5.88367], [-2.35830, -0.57639, -0.20351], [0.85788, 1.03032, -4.05492], [-5.77482, -0.56977, -1.35343], [1.20643, 0.72852, -6.50332], [-6.37828, -1.11022, -2.07459], [-0.08261, 0.39172, 2.09385], [-0.93334, 0.85642, 0.28159], [1.44193, 0.62582, 4.43858], [-4.02869, 1.86662, 2.41739], [0.13333, 2.97583, 7.23225], [2.75125, 4.21143, 0.46480], [0.74044, -2.97472, -0.15281], [2.47801, -2.17739, -1.23187], [-0.20993, 2.16936, 5.27841], [0.42335, 2.38525, 0.36125], [-1.13307, 2.70746, 5.11256], [1.81348, -2.84652, -0.00260], [2.47276, 0.34348, -1.22870], [-5.56567, 1.10623, 0.33041], [1.31660, 3.12377, 0.39386], [-0.28132, 0.60778, -1.82289], [0.21970, -2.28940, -4.30434], [-3.60376, -0.21937, -0.29562], [1.92201, 1.26908, -1.32998], [-4.44829, -0.89991, -1.20771], [0.24005, 1.33002, 4.25891], [-7.40077, 0.69601, -0.69982], [-3.47930, 1.46064, 1.57227], [4.26587, 1.31444, -0.54292], [1.68424, 1.60853, 6.62618], [-4.20658, 0.81589, 0.49030], [5.59297, -0.81376, -0.48500], [2.31288, -2.84160, -2.09411], [-6.35460, 0.44433, -0.58640], [2.26206, -3.82447, 0.18052], [0.28989, -3.43685, -6.11560], [-2.20010, 1.49278, 1.64285], [0.39697, -1.03415, -3.74772], [2.15244, 0.77438, 5.63194], [3.81364, 0.36693, -0.80140]]}



Which structure loses on stability? arrangement ii does.



Arrangement i

{"formula": "C2H3NOS3", "method": "ωB97M-V with the def2-TZVPD basis set", "charge": 0, "orbital_gap_ev": 8.30, "elements": ["H", "C", "S", "O", "C", "H", "N", "H", "S", "S"], "xyz": [[-0.99685, 0.12503, 2.15361], [-0.37236, 0.85157, 1.51410], [0.34603, -2.45108, -1.55964], [0.44447, 0.16512, -3.16617], [-0.02474, 0.05807, 0.21504], [0.57541, 1.02253, 1.90463], [0.67269, 0.41026, -0.70089], [-1.00209, 1.71332, 1.48237], [-0.82063, -1.53461, 0.23391], [1.17807, -0.36021, -2.07696]]}



Arrangement ii

{"formula": "C2H3NOS3", "method": "ωB97M-V with the def2-TZVPD basis set", "charge": 0, "smiles": "O=C(NS)C(=S)S", "orbital_gap_ev": 8.13, "elements": ["S", "C", "H", "H", "S", "O", "C", "S", "N", "H"], "xyz": [[-2.17576, 0.38520, 0.78544], [0.08426, -0.76620, -0.50920], [2.72587, 0.58156, 1.47924], [-2.10392, 1.53854, 0.09233], [2.18751, -0.49395, 0.96113], [0.48246, -1.71743, -1.11732], [1.02640, 0.36879, -0.00366], [1.01444, 1.93281, -0.57421], [-1.30708, -0.59008, -0.37071], [-1.93417, -1.23924, -0.74303]]}



Which structure loses on stability? arrangement i does.



Arrangement i

{"formula": "C6H12N2O3", "method": "ωB97M-V with the def2-TZVPD basis set", "charge": 0, "orbital_gap_ev": [7.65, 8.26], "elements": ["H", "N", "H", "H", "H", "H", "O", "H", "O", "H", "C", "H", "N", "O", "H", "C", "H", "C", "H", "C", "C", "H", "C"], "xyz": [[-2.55324, 1.86602, 0.29483], [-0.56839, 0.19201, 0.86180], [1.86536, -1.49735, 0.57993], [-1.78994, 1.85639, -1.48097], [0.48008, 2.16563, -0.30809], [0.47002, 0.43358, -1.95586], [-2.93949, -1.98399, -0.30724], [1.28331, 2.17356, 1.32158], [-0.47426, -2.15996, 0.71325], [2.25047, 1.83544, -0.34595], [-2.04055, 1.26379, -0.50607], [-1.18525, -2.84198, 0.55991], [-1.20109, -0.93089, 0.72033], [-2.57637, 0.11055, -0.84649], [0.29818, -1.17612, -1.33873], [0.89200, -0.31010, -1.20107], [2.92509, -0.22125, 1.11682], [1.78355, -0.55936, 1.09582], [1.35311, -0.81681, 2.11474], [0.79329, 0.25165, 0.30369], [1.25188, 1.74258, 0.22371], [2.03276, -0.43653, -1.43005], [-2.35053, -0.95684, -0.18590]]}



Arrangement ii

{"formula": "C6H12N2O3", "method": "ωB97M-V with the def2-TZVPD basis set", "charge": 0, "orbital_gap_ev": 8.02, "elements": ["H", "C", "H", "H", "H", "C", "C", "C", "C", "H", "O", "H", "N", "H", "O", "H", "N", "C", "H", "O", "H", "H", "H"], "xyz": [[-0.52554, 1.41996, -1.17795], [-2.33605, 0.81443, -0.16045], [-0.69373, 2.06589, 0.44868], [-2.91279, 1.61962, -0.60876], [-1.01610, -0.15805, 2.24739], [0.17268, -1.21380, -0.36749], [-0.02280, 0.05950, 0.38628], [-0.16027, -1.25047, -1.82987], [-0.84794, 1.17670, -0.16543], [-2.52093, -0.09927, -0.72213], [1.88770, 1.58505, -0.75688], [2.33686, -0.99337, 0.93498], [1.79281, 0.58049, -0.06119], [-2.68840, 0.66372, 0.85785], [3.91614, 0.09519, 0.44556], [0.01366, -0.29125, -2.30938], [2.69014, -0.13352, 0.48144], [0.00790, -0.06769, 1.88128], [-1.20958, -1.52118, -1.95108], [0.68216, -2.16804, 0.19379], [0.44176, -2.02258, -2.30892], [0.45191, 0.80572, 2.35394], [0.54040, -0.96705, 2.18835]]}



Which structure loses on stability? arrangement i does.



Arrangement i

{"formula": "C4H13N2S", "method": "ωB97M-V with the def2-TZVPD basis set", "charge": 0, "multiplicity": 2, "orbital_gap_ev": [4.19, 9.88], "elements": ["N", "H", "C", "S", "H", "H", "H", "H", "C", "H", "H", "H", "H", "H", "N", "C", "C", "H", "H", "H"], "xyz": [[-2.98907, -0.74963, 0.26670], [-0.51673, 1.50170, 1.29924], [1.61777, 0.46693, 0.16474], [3.08896, -0.57112, -0.19012], [1.33354, 0.96965, -0.75538], [-2.17381, -0.58829, -1.69737], [0.44742, -0.73088, 1.58852], [-3.43508, 0.54019, -1.27854], [-1.46277, 1.11529, -0.47203], [-2.26128, -0.70954, 0.99444], [-3.83722, -0.27602, 0.65062], [2.52519, -1.56898, -0.90362], [2.01135, 1.10913, 0.94611], [0.08348, -0.91045, -0.20241], [-0.78369, 0.70181, 0.74209], [-2.52486, 0.07270, -0.91042], [0.33523, -0.24159, 0.62474], [-3.26947, -1.75628, 0.07315], [-0.81519, 1.36485, -1.31967], [-1.97908, 2.05326, -0.26922]]}



Arrangement ii

{"formula": "C4H13N2S", "method": "ωB97M-V with the def2-TZVPD basis set", "charge": 0, "multiplicity": 2, "orbital_gap_ev": [4.14, 9.97], "elements": ["C", "H", "H", "H", "H", "H", "H", "H", "H", "H", "H", "N", "C", "S", "H", "H", "C", "H", "N", "C"], "xyz": [[1.96969, 1.17946, 1.56132], [-2.39983, -0.37114, -0.95020], [0.69701, -0.03313, -0.89206], [0.34953, 2.32779, 1.83018], [-1.12238, -0.07724, 1.43670], [1.43258, -0.82997, 1.18718], [-0.53894, 1.11099, -0.91368], [1.80187, 3.31190, 1.70902], [1.30298, 2.49518, 3.15088], [2.93521, 0.88553, 1.96029], [-1.98902, -1.32316, -3.34049], [-0.32633, 0.31764, 0.96800], [0.90788, 0.05597, 1.62217], [-1.07833, -1.82136, -2.48792], [0.75557, -0.31015, 2.65624], [-1.62872, -1.61512, -0.19174], [-1.42408, -0.82461, -0.90423], [1.99872, 1.40340, 0.48859], [1.34619, 2.44701, 2.11542], [-0.31344, 0.12290, -0.49167]]}



Arrangement iii

{"formula": "C4H13N2S", "method": "ωB97M-V with the def2-TZVPD basis set", "charge": 0, "multiplicity": 2, "orbital_gap_ev": [3.09, 7.18], "elements": ["C", "H", "H", "H", "C", "H", "C", "H", "H", "H", "H", "H", "S", "N", "N", "H", "H", "C", "H", "H"], "xyz": [[2.07573, -0.44403, -1.49380], [-2.84756, 1.91039, 0.73756], [2.14648, 0.63690, -1.57031], [3.05266, -0.89020, -1.66416], [-2.15961, 0.20226, -0.51155], [-1.20219, 0.72599, 2.35354], [-2.14266, 1.13612, 0.52956], [-3.78144, 0.95077, -1.57325], [2.67183, -0.74377, 2.14270], [-1.44817, -0.60761, -0.58108], [3.72224, -1.04687, 0.73695], [1.40729, -0.81170, -2.26265], [1.41588, -0.92091, 0.10995], [-3.19226, 0.14884, -1.46779], [-0.99362, 1.07847, 1.41260], [-2.95194, -0.28556, -2.33358], [3.06692, 0.58883, 1.01778], [2.87262, -0.48529, 1.10724], [-0.52680, 1.98391, 1.51411], [-0.28055, 0.43162, 1.00681]]}



Which structure loses on stability? arrangement iii does.